The following is a quantum chemistry calculation of a 6-piece molecular cluster, H12O6 overall, from OMol25.

ORCA input file:
```
! RIJCOSX wB97M-V def2-TZVPD def2/J DEFGRID3
* xyz 0 1
O -0.02 0.55 -1.15
H -0.14 -0.10 -0.36
H -0.90 0.91 -1.15
O -0.22 3.03 1.48
H -0.24 3.63 2.13
H -1.10 2.97 1.10
O 2.49 -1.67 1.24
H 2.13 -2.32 1.93
H 2.89 -2.21 0.54
O 2.84 0.66 -1.51
H 3.21 1.43 -1.12
H 3.65 0.07 -1.66
O -1.32 -2.30 0.32
H -1.97 -2.95 0.45
H -0.57 -2.71 0.80
O -3.70 -0.02 -0.47
H -4.16 -0.84 -0.62
H -3.37 0.18 -1.39
*
```

The calculation puts the energy above the lowest of the compared OMol25 structures with the same formula, charge and spin at 2.588 eV. As for the LUMO energy: 0.38 eV. As for the SMILES: O.O.O.O.O.O. The value obtained for the HOMO energy is -10.323 eV.

The following is a quantum chemistry calculation of H12O6 as an isolated structure, from OMol25.

ORCA input file:
```
! RIJCOSX wB97M-V def2-TZVPD def2/J DEFGRID3
* xyz 0 1
O 0.83 -3.04 0.04
H 1.09 -3.47 -0.78
H 1.28 -2.19 0.01
O -0.68 1.26 1.20
H 0.19 0.93 1.39
H -0.54 2.13 0.83
O 0.43 0.26 -2.31
H 0.92 -0.51 -2.59
H 0.32 0.14 -1.36
O -0.05 -0.18 -0.26
H -0.65 0.30 0.31
H -0.39 -1.08 -0.26
O -2.81 1.24 -0.14
H -1.97 1.18 0.32
H -3.22 2.03 0.21
O 1.62 0.71 1.19
H 1.49 0.16 0.41
H 2.13 0.16 1.78
*
```

The calculation puts the energy above the lowest of the compared OMol25 structures with the same formula, charge and spin at 4.155 eV. As for the LUMO energy: 0.07 eV. The value obtained for the HOMO energy is -9.903 eV.

The following is a quantum chemistry calculation of a 6-piece molecular cluster, H12O6 overall, from OMol25.

ORCA input file:
```
! RIJCOSX wB97M-V def2-TZVPD def2/J DEFGRID3
* xyz 0 1
O -0.83 -2.24 -0.63
H -0.62 -1.60 -1.29
H 0.05 -2.61 -0.33
O 1.18 3.19 -0.49
H 0.79 2.55 -1.01
H 1.30 2.59 0.29
O -4.29 -0.33 0.17
H -3.76 0.50 0.24
H -4.88 -0.19 -0.56
O 3.82 -0.76 -0.86
H 2.90 -0.72 -1.28
H 3.64 -1.47 -0.26
O -2.16 0.91 0.12
H -2.06 1.82 0.53
H -2.02 0.28 0.82
O 2.43 -0.40 1.74
H 1.93 -1.13 2.05
H 2.58 -0.38 0.75
*
```

The calculation puts the energy above the lowest of the compared OMol25 structures with the same formula, charge and spin at 2.480 eV. As for the LUMO energy: -0.41 eV. As for the SMILES: O.O.O.O.O.O. The value obtained for the HOMO energy is -10.706 eV.

The following is a quantum chemistry calculation of a 6-piece molecular cluster, H12O6 overall, from OMol25.

ORCA input file:
```
! RIJCOSX wB97M-V def2-TZVPD def2/J DEFGRID3
* xyz 0 1
O -1.16 2.74 -0.50
H -1.01 2.38 0.39
H -1.24 3.69 -0.45
O 1.53 -0.38 2.42
H 2.47 -0.59 2.33
H 1.59 0.15 3.23
O -1.08 1.32 2.52
H -0.23 0.84 2.58
H -1.59 0.51 2.63
O 1.36 -3.44 -0.65
H 2.15 -2.96 -0.39
H 0.76 -2.74 -0.98
O -0.66 -2.19 -1.87
H -0.70 -1.23 -1.75
H -0.41 -2.08 -2.80
O -0.50 1.00 -2.42
H -0.41 1.19 -1.48
H -0.85 1.81 -2.81
*
```

The calculation puts the energy above the lowest of the compared OMol25 structures with the same formula, charge and spin at 1.527 eV. As for the LUMO energy: 0.17 eV. As for the SMILES: O.O.O.O.O.O. The value obtained for the HOMO energy is -10.477 eV.

The following is a quantum chemistry calculation of a 6-piece molecular cluster, H12O6 overall, from OMol25.

ORCA input file:
```
! RIJCOSX wB97M-V def2-TZVPD def2/J DEFGRID3
* xyz 0 1
O -1.26 -0.83 1.20
H -1.84 -1.37 1.78
H -0.28 -0.86 1.50
O 1.39 -0.80 1.46
H 1.58 0.16 1.36
H 1.58 -1.14 0.54
O 1.76 -0.80 -1.24
H 0.83 -1.02 -1.49
H 1.69 0.16 -0.98
O 1.24 1.64 -0.02
H 1.60 2.52 -0.12
H 0.25 1.78 0.11
O -1.34 1.69 -0.01
H -1.52 0.97 0.64
H -1.45 1.23 -0.92
O -1.14 -0.89 -1.40
H -1.79 -1.33 -1.97
H -1.31 -1.11 -0.46
*
```

The calculation puts the energy above the lowest of the compared OMol25 structures with the same formula, charge and spin at 0.207 eV. As for the LUMO energy: 0.40 eV. As for the SMILES: O.O.O.O.O.O. The value obtained for the HOMO energy is -10.834 eV.

The following is a quantum chemistry calculation of a 6-piece molecular cluster, H12O6 overall, from OMol25.

ORCA input file:
```
! RIJCOSX wB97M-V def2-TZVPD def2/J DEFGRID3
* xyz 0 1
O 2.48 -1.07 0.07
H 2.13 -0.78 0.93
H 3.39 -1.26 0.09
O -1.78 2.06 -1.00
H -1.46 2.90 -0.73
H -1.02 1.49 -0.96
O 0.04 0.16 -0.98
H 0.81 -0.33 -0.87
H -0.35 0.04 -0.13
O -0.69 0.64 1.63
H -0.23 1.49 1.68
H -0.10 -0.02 1.95
O 2.05 -2.26 -2.70
H 1.77 -3.16 -2.54
H 2.33 -1.91 -1.87
O -3.32 0.90 1.67
H -3.59 0.38 2.40
H -2.45 0.73 1.39
*
```

The calculation puts the energy above the lowest of the compared OMol25 structures with the same formula, charge and spin at 2.054 eV. As for the LUMO energy: -0.53 eV. As for the SMILES: O.O.O.O.O.O. The value obtained for the HOMO energy is -10.608 eV.

What did the third record say?
The following is a quantum chemistry calculation of a 6-piece molecular cluster, H12O6 overall, from OMol25.

ORCA input file:
```
! RIJCOSX wB97M-V def2-TZVPD def2/J DEFGRID3
* xyz 0 1
O -0.83 -2.24 -0.63
H -0.62 -1.60 -1.29
H 0.05 -2.61 -0.33
O 1.18 3.19 -0.49
H 0.79 2.55 -1.01
H 1.30 2.59 0.29
O -4.29 -0.33 0.17
H -3.76 0.50 0.24
H -4.88 -0.19 -0.56
O 3.82 -0.76 -0.86
H 2.90 -0.72 -1.28
H 3.64 -1.47 -0.26
O -2.16 0.91 0.12
H -2.06 1.82 0.53
H -2.02 0.28 0.82
O 2.43 -0.40 1.74
H 1.93 -1.13 2.05
H 2.58 -0.38 0.75
*
```

The calculation puts the energy above the lowest of the compared OMol25 structures with the same formula, charge and spin at 2.480 eV. As for the LUMO energy: -0.41 eV. As for the SMILES: O.O.O.O.O.O. The value obtained for the HOMO energy is -10.706 eV.

- Among the records above, which one has the lowest LUMO energy?
  number 6